Entry 1:
DFT (wB97M-V/def2-TZVPD) results for the ion C3H11N3 with charge +2 at a distorted geometry.

Structure (SMILES): C=[NH+]N(C)[NH2+]C
Energy relative to the best compared isomer or geometry (same formula, charge and spin), kJ/mol: 347.7
E_LUMO, Eh: -0.3397
Strongest force on any atom, Eh/bohr: 0.0636
Frontier orbital gap, eV: 10.11
Highest occupied orbital energy, hartree: -0.71138

Geometry as ORCA input:
```
! RIJCOSX wB97M-V def2-TZVPD def2/J DEFGRID3
* xyz 2 1
C -2.34479 0.84337 -0.16216
N -1.07924 0.74668 0.17503
N -0.20934 -0.26325 0.24388
C -0.57191 -1.52745 -0.44913
N 1.09779 -0.04974 0.79199
C 2.04596 0.54468 -0.23386
H -3.21423 0.23987 -0.41284
H -2.68538 1.89688 0.03403
H -0.53232 1.56423 0.30261
H -0.97200 -2.21621 0.35530
H -1.27181 -1.32853 -1.26812
H 0.41586 -1.90787 -0.70873
H 1.09869 0.52571 1.65932
H 1.48617 -1.04964 1.16932
H 2.16871 -0.27065 -0.92855
H 1.58756 1.41728 -0.79320
H 2.98027 0.83463 0.22512
*
```

Atomic partial charges in e from the Mulliken method, atoms 1 to 4: number 1, C, carries -0.02; number 2, N, carries -0.15; number 3, N, carries 0.21; number 4, C, carries -0.88

***

Entry 2:
DFT (wB97M-V/def2-TZVPD) results for a structure of composition C24H25FeN4O4Sb at a distorted geometry.

Energy relative to the best compared isomer or geometry (same formula, charge and spin), kJ/mol: 0.0
E_LUMO (alpha / beta), Eh: -0.0992 / -0.1631
Strongest force on any atom, Eh/bohr: 0.0213
Frontier orbital gap (alpha / beta), eV: 9.15 / 7.40
Highest occupied orbital energy (alpha / beta), hartree: -0.43543 / -0.43505

Geometry as ORCA input:
```
! RIJCOSX wB97M-V def2-TZVPD def2/J DEFGRID3
* xyz 1 6
Fe 0.36039 -0.25515 -0.03405
C 1.72687 2.94377 -1.70224
C 0.24945 2.90141 -1.44542
C -0.63775 3.63013 -2.22928
C -1.98445 3.63608 -1.91835
C -2.41474 2.96918 -0.78186
C -1.47953 2.26271 -0.04806
N -0.18773 2.19429 -0.39164
Sb -1.95192 1.59830 1.93971
C 0.15254 1.58229 2.41905
C 0.62942 2.31019 3.49008
C 1.99069 2.29718 3.77371
C 2.83669 1.54946 2.98445
C 2.31366 0.82574 1.91945
C 3.16743 -0.02523 1.02659
N 1.00011 0.85792 1.65182
C -1.96399 -0.55944 1.86274
C -3.15181 -1.26670 1.95050
C -3.08235 -2.62134 2.23149
C -1.85114 -3.19396 2.50233
C -0.69752 -2.42875 2.40060
C 0.65122 -2.98584 2.75325
N -0.76793 -1.13711 2.02737
H 1.94185 3.30053 -2.70837
H 2.18291 1.96541 -1.57427
H 2.19303 3.63240 -0.99378
H -0.26390 4.19249 -3.07502
H -2.68828 4.18087 -2.53414
H -3.45167 2.99965 -0.47575
H -0.05497 2.88325 4.10082
H 2.38196 2.86502 4.60794
H 3.89898 1.51621 3.18268
H 4.20697 -0.02246 1.34509
H 3.13070 0.33141 -0.00524
H 2.81570 -1.06099 1.02924
H -4.10438 -0.77249 1.81223
H -3.98496 -3.21692 2.28316
H -1.78004 -4.23147 2.80259
H 0.56371 -4.00258 3.13169
H 1.11112 -2.36601 3.52467
H 1.31059 -2.99539 1.88826
O -2.62561 0.43411 -2.78915
C -1.48021 0.13474 -2.98136
C -0.84894 -0.23670 -4.32816
C 0.63452 -0.48393 -4.01832
C 0.68247 -0.22095 -2.54181
O 1.67163 -0.28015 -1.75603
N -0.46767 0.10446 -2.01176
H -1.02166 0.57581 -5.03163
H -1.35829 -1.12079 -4.70925
H 1.32430 0.17768 -4.54233
H 0.95772 -1.50675 -4.21446
C -0.36237 -4.03674 -1.03968
C -0.14447 -2.63239 -0.58762
O -1.08246 -1.80389 -0.50942
O 1.01043 -2.22701 -0.24768
H -1.36953 -4.15844 -1.42752
H -0.21276 -4.70623 -0.19111
H 0.37597 -4.29689 -1.79676
*
```

Atomic partial charges in e from the Mulliken method, atoms 1 to 4: number 1, Fe, carries 0.94; number 2, C, carries -1.25; number 3, C, carries 0.57; number 4, C, carries -0.88

***

Entry 3:
DFT (wB97M-V/def2-TZVPD) results for a cluster of 2 separate species, C5H14N2O in total at a distorted geometry.

Structure (SMILES): [H]/N=C(\C)CO.CNC
Energy relative to the best compared isomer or geometry (same formula, charge and spin), kJ/mol: 431.1
E_LUMO, Eh: 0.0281
Strongest force on any atom, Eh/bohr: 0.0804
Frontier orbital gap, eV: 8.94
Highest occupied orbital energy, hartree: -0.30061

Geometry as ORCA input:
```
! RIJCOSX wB97M-V def2-TZVPD def2/J DEFGRID3
* xyz 0 1
H -1.76019 1.42400 1.52822
N -1.19396 0.58576 1.43176
C -0.92771 0.26107 0.22723
C -1.39261 1.03075 -0.97562
C -1.37074 -1.55369 -0.06752
O -1.46018 -2.12676 1.22326
H -2.30795 1.56929 -0.73464
H -0.63588 1.78376 -1.21681
H -1.54186 0.43444 -1.87246
H -0.75123 -2.20434 -0.69911
H -2.36444 -1.54090 -0.54143
H -1.53190 -1.37573 1.83970
C 1.88844 0.62702 -1.14417
N 1.02657 0.01718 -0.12396
C 1.71100 -0.06242 1.17639
H 2.04370 1.67905 -0.90002
H 1.41405 0.54753 -2.11956
H 2.86891 0.14441 -1.18568
H 0.66598 -0.97609 -0.34207
H 2.70398 -0.51116 1.08523
H 1.79729 0.94504 1.58111
H 1.11874 -0.69821 1.83016
*
```

Atomic partial charges in e from the Mulliken method, atoms 1 to 4: number 1, H, carries 0.20; number 2, N, carries -0.95; number 3, C, carries 1.32; number 4, C, carries -1.55

***

Entry 4:
DFT (wB97M-V/def2-TZVPD) results for an isolated molecule of C4H5N3 at a distorted geometry.

Structure (SMILES): CC1=N[C@H]1N=C=N
Energy relative to the best compared isomer or geometry (same formula, charge and spin), kJ/mol: 362.5
E_LUMO, Eh: 0.0333
Strongest force on any atom, Eh/bohr: 0.0840
Frontier orbital gap, eV: 9.77
Highest occupied orbital energy, hartree: -0.32564

Geometry as ORCA input:
```
! RIJCOSX wB97M-V def2-TZVPD def2/J DEFGRID3
* xyz 0 1
C -1.70383 -0.81378 0.08274
C -0.27267 -0.82684 -0.14559
N 0.51545 -1.35870 -0.99379
C 1.25760 -0.75374 0.12090
N 1.89167 0.49780 -0.04999
C 1.22117 1.47890 -0.12114
N 0.49993 2.41602 -0.15041
H -1.93490 -1.38341 0.98661
H -2.04372 0.21263 0.23823
H -2.22950 -1.25708 -0.76855
H 1.87615 -1.49361 0.61835
H 0.92263 3.28180 0.18265
*
```

Atomic partial charges in e from the Mulliken method, atoms 1 to 4: number 1, C, carries -0.94; number 2, C, carries 0.27; number 3, N, carries -0.53; number 4, C, carries 0.13

***

Entry 5:
DFT (wB97M-V/def2-TZVPD) results for a cluster of 11 separate species, C5H33NO12S in total at a distorted geometry.

Structure (SMILES): CN(C)C(O)(O)CCS.O.O.O.O.O.O.O.O.O.O
Energy relative to the best compared isomer or geometry (same formula, charge and spin), kJ/mol: 67.6
E_LUMO, Eh: 0.0102
Strongest force on any atom, Eh/bohr: 0.0648
Frontier orbital gap, eV: 9.37
Highest occupied orbital energy, hartree: -0.33403

Geometry as ORCA input:
```
! RIJCOSX wB97M-V def2-TZVPD def2/J DEFGRID3
* xyz 0 1
C 1.34172 0.27092 -2.32220
N 0.37401 0.43520 -1.18481
C 0.78914 -0.39148 -0.03932
C -1.02414 0.28336 -1.54638
O -1.39276 -1.07467 -1.32133
O -1.25830 0.55065 -2.90043
C -1.91371 1.30620 -0.83091
C -2.39023 0.88297 0.57665
S -3.97305 -0.01837 0.57134
H 1.39012 -0.76061 -2.75919
H 1.05285 1.00765 -3.11999
H 2.31068 0.54484 -1.99975
H 1.69764 0.01177 0.39605
H 1.00553 -1.45881 -0.26582
H -0.04122 -0.31877 0.76539
H -2.37015 -1.27626 -1.76054
H -0.85493 -0.10834 -3.47193
H -1.32967 2.23723 -0.73699
H -2.81531 1.56582 -1.52515
H -2.55191 1.76668 1.18954
H -1.57756 0.34418 1.14429
H -3.55806 -1.22028 1.06201
O -1.48791 -2.27392 1.07620
H -1.37524 -1.80879 0.18319
H -1.22894 -3.14964 1.00578
O -0.61955 3.05012 1.76933
H -0.21770 2.33478 2.36942
H -0.59452 3.83477 2.33222
O -3.63027 -1.17276 -2.80325
H -3.34340 -0.34194 -3.21637
H -4.43272 -0.91370 -2.31262
O 3.15514 1.59434 1.34980
H 3.90754 2.16507 1.46758
H 2.50037 2.09413 0.83257
O 0.73917 1.27028 3.23299
H 1.62962 1.27546 2.83363
H 0.44615 0.35286 3.17021
O 0.15298 -1.33065 2.95733
H -0.55223 -1.60016 2.35679
H 0.93696 -1.80036 2.77916
O 1.37916 2.96311 -0.02469
H 1.01577 2.27260 -0.63717
H 0.60869 3.11701 0.58482
O 3.88250 -0.90955 0.71596
H 3.71048 0.01061 0.94570
H 3.53601 -1.00840 -0.16312
O 2.37883 -2.54313 2.19343
H 2.96944 -1.95911 1.74231
H 2.90797 -2.80743 2.95914
O -0.14832 -2.24686 -3.40219
H -0.59446 -1.96409 -2.56569
H -0.54222 -3.08453 -3.65298
*
```

Atomic partial charges in e from the Mulliken method, atoms 1 to 4: number 1, C, carries -1.20; number 2, N, carries 0.79; number 3, C, carries 1.54; number 4, C, carries 0.19

***

Entry 6:
DFT (wB97M-V/def2-TZVPD) results for an isolated molecule of C4H7NO2.

Structure (SMILES): C[C@]1(C=O)CN1O
Energy relative to the best compared isomer or geometry (same formula, charge and spin), kJ/mol: 371.9
E_LUMO, Eh: 0.0319
Strongest force on any atom, Eh/bohr: 0.0106
Frontier orbital gap, eV: 10.59
Highest occupied orbital energy, hartree: -0.35722

Geometry as ORCA input:
```
! RIJCOSX wB97M-V def2-TZVPD def2/J DEFGRID3
* xyz 0 1
C 0.68167 1.52174 0.23693
C 0.11819 0.16351 -0.10959
C 1.04108 -0.70909 -0.90955
O 1.77500 -0.22797 -1.74130
C -1.28926 -0.25042 -0.49454
N -0.84239 -0.31904 0.86686
O -0.66947 -1.62552 1.37325
H 1.39816 1.35850 1.05353
H 1.22103 1.97032 -0.59825
H -0.08804 2.20035 0.60934
H 0.95779 -1.80454 -0.77936
H -1.32205 -1.21047 -1.01868
H -2.08798 0.43874 -0.75369
H -0.94902 -1.48898 2.29020
*
```

Atomic partial charges in e from the Mulliken method, atoms 1 to 4: number 1, C, carries -1.24; number 2, C, carries 0.95; number 3, C, carries -0.20; number 4, O, carries -0.50

***

Ordered E results: -7737.427; -80364.118; -10436.560; -8696.055; -42617.341; -9843.425; unit eV.
Ordered molar mass results: 89.14; 611.09; 118.18; 95.10; 331.38; 101.10; unit Da.